(1)
C21H22N2O4S in the gas phase in a non-equilibrium geometry, computed with wB97M-V/def2-TZVPD.

Values from the calculation:
SMILES string = CCOc1ccc2nc(NC(=O)c3ccc(OC[C@@H]4CCCO4)cc3)sc2c1
HOMO-LUMO gap = 8.52 eV
Energy above the lowest of the compared OMol25 structures with the same formula, charge and spin = 39.2 kcal/mol
E_LUMO = 0.51 eV
HOMO level = -8.01 eV
Energy = -1622.09845 Eh

Each line ends with the Mulliken charge.
Geometry (Å):
C (2.54822, 2.76524, 5.47851)  -1.03
C (2.06582, 1.35898, 5.82212)  -0.43
O (1.00552, 0.92774, 4.99149)  -0.45
C (1.25800, 0.51395, 3.72331)  0.80
C (2.52063, 0.38094, 3.15841)  -0.10
C (2.60501, -0.07505, 1.85506)  0.43
C (1.46452, -0.40252, 1.09465)  -1.38
C (0.20849, -0.26764, 1.67815)  -0.06
C (0.11708, 0.18590, 2.97195)  -0.83
H (-0.84210, 0.29868, 3.45127)  0.44
H (-0.66869, -0.52329, 1.10773)  0.66
N (1.72152, -0.83908, -0.17340)  -0.29
C (2.96992, -0.86320, -0.43171)  0.52
N (3.56266, -1.25500, -1.59312)  -0.06
C (2.95500, -1.67961, -2.77016)  -0.11
O (3.60598, -2.31093, -3.56967)  -0.62
C (1.54707, -1.27743, -2.96015)  0.60
C (1.14708, 0.04274, -2.79202)  -0.48
C (-0.16567, 0.41651, -2.99789)  -0.37
C (-1.11607, -0.53592, -3.36347)  0.78
C (-0.70257, -1.85683, -3.56643)  -0.54
C (0.61189, -2.21907, -3.38144)  -0.86
H (0.92551, -3.23903, -3.54183)  0.43
H (-1.44174, -2.58022, -3.87299)  0.47
O (-2.43496, -0.31234, -3.57805)  -0.47
C (-3.04252, 0.92413, -3.27488)  -0.88
C (-3.64109, 1.00437, -1.85025)  0.28
H (-3.95551, 2.04239, -1.69660)  0.51
O (-4.80162, 0.21330, -1.73203)  -0.54
C (-4.39739, -1.10258, -1.39917)  -0.49
C (-3.08185, -0.98239, -0.60523)  -0.53
H (-2.31281, -1.62398, -1.03354)  0.20
H (-3.22489, -1.26373, 0.43679)  0.52
C (-2.70856, 0.50077, -0.73670)  -0.62
H (-2.93842, 1.03632, 0.18463)  0.53
H (-1.65749, 0.64759, -0.97071)  0.08
H (-5.20847, -1.54878, -0.82074)  0.36
H (-4.24725, -1.68877, -2.31382)  0.18
H (-2.36103, 1.76414, -3.43654)  0.34
H (-3.87471, 1.01121, -3.98078)  0.35
H (-0.43270, 1.45423, -2.86788)  0.32
H (1.87035, 0.79405, -2.51205)  0.40
H (4.55874, -1.44039, -1.54770)  0.26
S (4.04006, -0.33707, 0.90383)  -0.37
H (3.42433, 0.61244, 3.69733)  0.39
H (1.63850, 1.35026, 6.82867)  0.32
H (2.89532, 0.64185, 5.79476)  0.33
H (3.32199, 3.06746, 6.17870)  0.35
H (1.71868, 3.46463, 5.54447)  0.30
H (2.95024, 2.80500, 4.46914)  0.34

---

(2)
C21H22N2O5 in the gas phase, computed with wB97M-V/def2-TZVPD.

Values from the calculation:
SMILES string = O=C(O)[C@H](NC(=O)[C@@H]1CCCN1C(=O)OCc1ccccc1)c1ccccc1
HOMO-LUMO gap = 9.72 eV
Energy above the lowest of the compared OMol25 structures with the same formula, charge and spin = 2.3 kcal/mol
E_LUMO = 0.72 eV
HOMO level = -9.00 eV
Energy = -1299.23576 Eh

Each line ends with the Mulliken charge.
Geometry (Å):
O (-1.63102, -0.70688, 1.93931)  -0.52
C (-2.68908, -0.45195, 1.43243)  0.47
O (-3.82191, -0.31923, 2.12089)  -0.47
H (-3.66879, -0.46883, 3.06784)  0.38
C (-2.90129, -0.20703, -0.06259)  0.11
N (-1.78423, -0.74880, -0.80061)  -0.09
C (-1.58202, -2.08208, -0.82426)  0.19
O (-2.42466, -2.90665, -0.53973)  -0.67
C (-0.14910, -2.44717, -1.26686)  -0.09
N (0.76068, -2.18861, -0.15729)  0.45
C (1.13396, -0.95984, 0.22334)  0.67
O (0.78635, 0.06922, -0.33080)  -0.96
O (1.96118, -0.99309, 1.28597)  -0.37
C (2.31270, 0.28483, 1.80947)  -0.87
C (3.15356, 1.09569, 0.85879)  0.81
C (4.17487, 0.48455, 0.14340)  -0.19
C (4.95063, 1.21956, -0.73444)  -0.67
C (4.71771, 2.57429, -0.89867)  -0.44
C (3.70273, 3.18889, -0.18569)  -0.63
C (2.92100, 2.45245, 0.68643)  -0.43
H (2.12197, 2.93119, 1.23371)  0.36
H (3.51455, 4.24474, -0.31471)  0.38
H (5.32317, 3.14872, -1.58430)  0.38
H (5.73891, 0.73403, -1.29126)  0.39
H (4.35171, -0.57387, 0.27292)  0.42
H (2.87034, 0.05781, 2.72323)  0.31
H (1.39878, 0.83085, 2.06742)  0.38
C (1.14772, -3.40502, 0.53405)  -0.58
C (0.26751, -4.48167, -0.09625)  -0.72
H (0.74825, -5.45741, -0.09951)  0.43
H (-0.67896, -4.55136, 0.43811)  0.28
C (0.00425, -3.94631, -1.50327)  -0.91
H (-0.89996, -4.36708, -1.93699)  0.36
H (0.85123, -4.14194, -2.16131)  0.39
H (0.98667, -3.29633, 1.60833)  0.35
H (2.21250, -3.59926, 0.36058)  0.34
H (0.12934, -1.83263, -2.12907)  0.34
H (-0.95300, -0.16129, -0.86026)  0.28
C (-3.04371, 1.28356, -0.25673)  0.30
C (-1.93757, 2.11570, -0.12363)  -0.16
C (-2.07830, 3.48383, -0.27689)  -0.77
C (-3.31982, 4.03227, -0.55135)  -0.45
C (-4.42429, 3.20673, -0.67359)  -0.61
C (-4.28777, 1.83746, -0.52577)  -0.50
H (-5.15074, 1.19511, -0.61953)  0.38
H (-5.39527, 3.62880, -0.88637)  0.38
H (-3.42654, 5.10048, -0.66893)  0.38
H (-1.21372, 4.12342, -0.17949)  0.43
H (-0.96469, 1.70080, 0.09469)  0.32
H (-3.81582, -0.73066, -0.36072)  0.46

---

(3)
C21H22N4O3S in the gas phase, computed with wB97M-V/def2-TZVPD.

Values from the calculation:
SMILES string = CCOC(=O)c1c(C)[nH]c(C)c1C(=O)CSc1nc2ccccc2n1CCC#N
HOMO-LUMO gap = 8.64 eV
Energy above the lowest of the compared OMol25 structures with the same formula, charge and spin = 31.7 kcal/mol
E_LUMO = 0.48 eV
HOMO level = -8.16 eV
Energy = -1656.41892 Eh

Each line ends with the Mulliken charge.
Geometry (Å):
C (-5.71724, -1.98736, 0.76803)  -1.22
C (-4.98761, -1.38921, -0.42408)  -0.32
H (-4.70887, -2.17099, -1.13937)  0.31
H (-5.60483, -0.64106, -0.93252)  0.37
O (-3.78185, -0.76604, 0.01434)  -0.19
C (-3.57465, 0.51934, -0.32466)  0.22
O (-4.35616, 1.17026, -0.97992)  -0.71
C (-2.32944, 1.02990, 0.24382)  1.15
C (-2.09086, 2.36504, 0.49981)  -0.54
N (-0.92794, 2.44640, 1.20111)  0.27
C (-0.40285, 1.21360, 1.42249)  -0.80
C (-1.23901, 0.28894, 0.81838)  1.72
C (-0.88328, -1.10866, 0.65363)  0.14
O (-0.19498, -1.72188, 1.44795)  -0.70
C (-1.27054, -1.74683, -0.67328)  -0.64
H (-1.67577, -1.03200, -1.38294)  0.38
H (-1.94473, -2.58835, -0.52353)  0.49
S (0.25188, -2.44990, -1.38486)  -0.33
C (1.19553, -0.98594, -1.27888)  0.09
N (0.71106, 0.20556, -1.47243)  -0.43
C (1.75028, 1.06029, -1.21308)  0.48
C (1.79166, 2.44849, -1.24139)  -0.58
C (2.98388, 3.05676, -0.90724)  -0.69
C (4.11235, 2.31406, -0.55578)  -0.74
C (4.09338, 0.93334, -0.52641)  -0.82
C (2.89901, 0.31489, -0.85412)  0.93
N (2.51532, -1.00586, -0.92129)  0.11
C (3.24892, -2.16565, -0.50067)  -1.16
H (2.94099, -3.01322, -1.11958)  0.46
H (4.31545, -1.97913, -0.65423)  0.44
C (2.96612, -2.49503, 0.97822)  0.18
C (3.52144, -1.48980, 1.84501)  0.26
N (3.97264, -0.67887, 2.51284)  -0.56
H (1.88474, -2.54195, 1.15017)  0.01
H (3.40370, -3.46305, 1.23249)  0.44
H (4.96870, 0.36942, -0.24371)  0.36
H (5.02302, 2.83298, -0.29803)  0.39
H (3.05208, 4.13475, -0.91713)  0.40
H (0.91619, 3.01342, -1.51899)  0.54
C (0.87175, 1.04355, 2.15864)  -1.35
H (1.11396, -0.01030, 2.24501)  0.11
H (0.78430, 1.45450, 3.16406)  0.54
H (1.68902, 1.55692, 1.65132)  0.17
H (-0.49829, 3.30762, 1.50179)  0.29
C (-2.87946, 3.57255, 0.15719)  -1.48
H (-3.81842, 3.27080, -0.29661)  0.34
H (-3.07756, 4.17147, 1.04589)  0.36
H (-2.33451, 4.19010, -0.55682)  0.29
H (-5.07092, -2.69020, 1.28762)  0.30
H (-6.60835, -2.50697, 0.42758)  0.40
H (-6.00751, -1.20391, 1.46349)  0.32

---

(4)
A molecular structure, C21H22N5ORh in a non-equilibrium geometry, computed with wB97M-V/def2-TZVPD.

Values from the calculation:
Total charge = +2
<S²> = 6.07
HOMO-LUMO gap (spin up / spin down) = 7.69 / 5.76 eV
E_LUMO (spin up / spin down) = -6.21 / -8.93 eV
2S+1 = 5
HOMO level (spin up / spin down) = -13.89 / -14.68 eV
Energy = -1272.22627 Eh

Each line ends with the Mulliken charge.
Geometry (Å):
Rh (0.18493, -0.30923, -1.81489)  0.95
C (4.66112, -1.44195, 3.36621)  -1.37
C (3.50106, -1.44996, 2.43208)  -0.17
C (2.15305, -1.73647, 2.83833)  -0.45
C (1.08801, -1.61377, 1.96676)  -0.15
C (1.20878, -0.95882, 0.72596)  0.54
N (0.09280, -0.50246, 0.05776)  -0.28
C (-1.07523, -0.18731, 0.68888)  1.01
C (-1.00677, 0.43360, 1.94884)  -0.11
C (-2.13436, 0.83213, 2.65790)  -1.04
C (-3.45044, 0.66273, 2.16216)  0.06
C (-4.60435, 1.27435, 2.89304)  -1.29
C (-3.50797, -0.03700, 0.92631)  -0.97
C (-2.38744, -0.30705, 0.10779)  0.61
N (-2.63513, -0.73372, -1.18546)  0.11
C (-3.83836, -1.10653, -1.84983)  -0.01
C (-3.50687, -1.43520, -3.15377)  -1.00
C (-2.12164, -1.19262, -3.27971)  -0.17
N (-1.60492, -0.73458, -2.13017)  -0.28
C (2.55040, -0.80485, 0.23395)  0.77
C (3.61559, -1.16980, 1.05736)  -0.99
N (2.86221, -0.17442, -0.94629)  0.16
C (4.10568, -0.17002, -1.54379)  0.12
C (4.00857, 0.42348, -2.81791)  -1.10
C (2.65048, 0.71788, -3.02686)  -0.21
N (1.93554, 0.34815, -1.95031)  -0.24
H (4.40287, -0.91580, 4.30292)  0.39
H (5.52174, -0.88811, 2.95725)  0.37
H (4.95171, -2.43570, 3.64316)  0.35
H (1.98452, -2.01563, 3.87802)  0.48
H (0.09298, -1.99287, 2.18834)  0.59
H (0.03778, 0.55927, 2.29296)  0.58
H (-2.05898, 1.34337, 3.63177)  0.31
H (-4.25780, 1.72109, 3.82608)  0.37
H (-5.34259, 0.49853, 3.12036)  0.36
H (-5.10886, 1.98683, 2.23480)  0.33
H (-4.46061, -0.34538, 0.56533)  0.39
H (-4.79672, -1.14614, -1.35749)  0.45
H (-4.11963, -1.81792, -3.97253)  0.44
H (-1.42474, -1.38988, -4.08390)  0.48
H (4.59103, -1.23798, 0.50954)  0.26
H (5.02176, -0.65012, -1.12722)  0.38
H (4.80564, 0.52364, -3.52072)  0.46
H (2.16771, 1.20904, -3.88020)  0.50
C (-0.64686, 3.37892, -2.44741)  -0.54
O (-0.86452, 2.34543, -3.42393)  -0.48
H (0.27833, 3.13806, -1.90345)  0.21
H (-1.46612, 3.43884, -1.72553)  0.28
H (-0.51137, 4.34475, -3.02098)  0.25
H (-1.54200, 1.72120, -3.05149)  0.29